Below is C3H9NO2 as an isolated structure, with properties calculated with ωB97M-V with the def2-TZVPD basis set.

Computed properties:
Energy above the lowest of the compared OMol25 structures with the same formula, charge and spin ... 4.873 eV
Multiplicity ... 1
Kohn-Sham gap ... 0.35354 Ha
Lowest unoccupied orbital energy ... 1.02 eV
HOMO energy ... -8.60 eV

Last column: natural (NBO) charge in e.
Element x y z (Å)
C: -1.493706 0.652206 -0.216296  -0.663
C: 1.706714 0.182545 -0.723216  -0.305
C: -1.032555 -0.208697 0.873091  0.254
N: 0.119215 -1.270233 -0.185422  -0.401
O: -0.259405 0.369761 1.859618  -0.696
O: 1.344530 -0.849917 0.189986  -0.414
H: -1.876128 0.038660 -1.040354  0.233
H: -2.325661 1.352936 0.126807  0.213
H: -0.688016 1.179685 -0.648487  0.206
H: 2.663214 0.620575 -0.272632  0.207
H: 0.892622 0.725538 -1.152734  0.198
H: 2.059227 -0.250445 -1.718231  0.177
H: -1.749575 -0.942201 1.293127  0.176
H: 0.030413 -2.198912 0.234522  0.335
H: 0.609111 0.598497 1.380222  0.479

Atoms 1-2, force components in eV/Å:
C -2.86 0.73 -0.10
C 3.48 -1.54 -1.40

---

Below is a 3-piece molecular cluster, C3H9NO2 overall, with properties calculated with ωB97M-V with the def2-TZVPD basis set.

Computed properties:
Energy above the lowest of the compared OMol25 structures with the same formula, charge and spin ... 4.073 eV
Multiplicity ... 1
Kohn-Sham gap ... 0.34113 Ha
Lowest unoccupied orbital energy ... -0.85 eV
HOMO energy ... -10.13 eV

Last column: natural (NBO) charge in e.
Element x y z (Å)
C: -0.483089 -1.284089 1.163049  -0.716
C: -1.144981 0.039894 0.843748  0.065
N: 0.612388 2.570623 1.293679  -1.043
H: -1.147091 -2.087428 0.858345  0.235
H: -0.473969 -1.354431 2.250932  0.221
H: 0.504050 -1.214505 0.707554  0.295
H: -1.325495 0.766941 1.619183  0.208
H: -1.842099 -0.053605 0.026199  0.230
H: 0.697313 1.964575 0.477069  0.379
H: -0.351872 2.539880 1.606957  0.334
H: 1.064082 1.947371 1.968045  0.341
O: -0.280171 0.408339 -0.838807  -0.675
C: 0.150913 -0.636630 -1.480619  0.632
O: 1.190932 -1.247325 -1.332051  -0.587
H: -0.552501 -1.027089 -2.249002  0.082

Atoms 1-2, force components in eV/Å:
C -1.14 1.55 1.41
C 0.21 -2.56 -3.20

---

Below is a 2-piece molecular cluster, C3H9NO2 overall, with properties calculated with ωB97M-V with the def2-TZVPD basis set.

Computed properties:
Energy above the lowest of the compared OMol25 structures with the same formula, charge and spin ... 1.624 eV
Multiplicity ... 1
Kohn-Sham gap ... 0.39293 Ha
Lowest unoccupied orbital energy ... 0.66 eV
HOMO energy ... -10.03 eV
SMILES ... CC(N)=O.CO

Last column: natural (NBO) charge in e.
Element x y z (Å)
C: 1.780589 1.043827 1.800779  -0.743
C: 1.078480 1.027526 0.454284  0.672
N: 1.812716 0.791385 -0.720155  -0.850
O: -0.115754 1.222487 0.330542  -0.608
H: 2.261003 0.164847 2.197646  0.243
H: 1.032499 1.301419 2.607572  0.251
H: 2.643032 1.736934 1.892068  0.232
H: 1.352978 0.908232 -1.680666  0.417
H: 2.801583 0.952542 -0.605169  0.384
C: -2.502956 -1.638261 -0.304302  -0.272
O: -1.849775 -2.083108 -1.490667  -0.726
H: -3.541994 -1.830932 -0.597867  0.177
H: -2.252474 -2.354798 0.570813  0.169
H: -2.339462 -0.526877 -0.267482  0.197
H: -1.058620 -1.604639 -1.499382  0.455

Atoms 1-2, force components in eV/Å:
C -0.06 1.02 1.52
C -0.47 -0.09 -1.92

---

Below is a 2-piece molecular cluster, C3H9NO2 overall, with properties calculated with ωB97M-V with the def2-TZVPD basis set.

Computed properties:
Energy above the lowest of the compared OMol25 structures with the same formula, charge and spin ... 0.930 eV
Multiplicity ... 1
Kohn-Sham gap ... 0.38397 Ha
Lowest unoccupied orbital energy ... 0.85 eV
HOMO energy ... -9.60 eV
SMILES ... CC(N)=O.CO

Last column: natural (NBO) charge in e.
Element x y z (Å)
C: 1.721484 0.746296 -1.259626  -0.718
C: 1.376651 -0.584666 -0.629203  0.676
N: 1.632177 -0.736608 0.697919  -0.833
O: 0.905143 -1.490940 -1.288205  -0.620
H: 2.332651 0.521198 -2.125826  0.244
H: 2.135579 1.454052 -0.547561  0.205
H: 0.789367 1.134327 -1.690589  0.250
H: 1.481309 -1.654579 1.076635  0.402
H: 1.955504 0.002322 1.295582  0.393
C: -2.296266 -0.063338 1.059606  -0.247
O: -2.169252 0.510924 -0.231252  -0.725
H: -1.276563 -0.194096 1.422666  0.180
H: -2.834791 0.580489 1.753373  0.162
H: -2.738520 -1.065635 1.011826  0.165
H: -3.014472 0.840254 -0.545346  0.465

Atoms 1-2, force components in eV/Å:
C -0.95 -0.32 -0.02
C -0.13 -0.04 -0.36

---

Below is a 2-piece molecular cluster, C3H9NO2 overall, with properties calculated with ωB97M-V with the def2-TZVPD basis set.

Computed properties:
Energy above the lowest of the compared OMol25 structures with the same formula, charge and spin ... 0.789 eV
Multiplicity ... 1
Kohn-Sham gap ... 0.38734 Ha
Lowest unoccupied orbital energy ... 0.79 eV
HOMO energy ... -9.75 eV
SMILES ... CC(N)=O.CO

Last column: natural (NBO) charge in e.
Element x y z (Å)
C: -0.159060 1.542471 0.076288  -0.726
C: 1.009002 0.701629 0.488341  0.678
N: 2.035259 1.385374 1.070824  -0.829
O: 1.119780 -0.479744 0.219102  -0.633
H: -0.969154 1.006940 -0.408836  0.250
H: 0.197698 2.265801 -0.659288  0.234
H: -0.585064 2.104916 0.904609  0.224
H: 2.830970 0.829833 1.353660  0.407
H: 1.966884 2.362780 1.310444  0.395
C: -1.540423 -1.962448 -0.533350  -0.245
O: -0.740695 -1.770622 -1.679602  -0.730
H: -2.576476 -1.765347 -0.811273  0.170
H: -1.491594 -2.997529 -0.186361  0.158
H: -1.269526 -1.291082 0.281983  0.166
H: 0.172394 -1.932967 -1.426544  0.480

Atoms 1-2, force components in eV/Å:
C -0.46 0.60 -0.25
C 0.38 -0.15 -0.53

---

Below is a 3-piece molecular cluster, C3H9NO2 overall, with properties calculated with ωB97M-V with the def2-TZVPD basis set.

Computed properties:
Energy above the lowest of the compared OMol25 structures with the same formula, charge and spin ... 2.934 eV
Multiplicity ... 1
Kohn-Sham gap ... 0.36949 Ha
Lowest unoccupied orbital energy ... 0.52 eV
HOMO energy ... -9.54 eV
SMILES ... C=CN=C.O.O

Last column: natural (NBO) charge in e.
Element x y z (Å)
C: -1.125921 -0.489966 -1.836823  -0.443
C: -1.275975 -0.276447 -0.499189  -0.051
N: -0.249746 -0.475854 0.473984  -0.432
C: 0.377850 -1.570846 0.646490  -0.052
H: -0.212227 -0.942783 -2.269337  0.198
H: -1.897726 -0.153943 -2.567330  0.215
H: -2.207477 0.114757 -0.125370  0.202
H: 0.965660 -1.597514 1.584673  0.196
H: 0.216271 -2.448808 0.005021  0.164
O: 0.014377 2.473377 1.878506  -0.930
H: -0.210630 2.065716 2.697250  0.466
H: -0.784632 2.441176 1.374070  0.465
O: 2.526709 0.286917 -0.555863  -0.922
H: 2.055660 0.850482 -0.007953  0.469
H: 1.807808 -0.276262 -0.798129  0.454

Atoms 1-2, force components in eV/Å:
C -0.21 0.35 0.74
C 1.41 -0.97 -2.12